A 9-piece molecular cluster, C60H143N9O16 overall. Source: OMol25; level of theory: ωB97M-V/def2-TZVPD.

## Properties
Relative energy (zero: lowest compared OMol25 entry of this formula, charge and spin) = 206.6 kcal/mol
SMILES string = CC1(C)CCCC(C)(C)N1O.CC1(C)CCCC(C)(C)N1O.COCCNCCOC.COCCNCCOC.COCCNCCOC.COCCNCCOC.COCCNCCOC.COCCNCCOC.COCCNCCOC

Cartesian coordinates (Å):
C  0.59948  3.04760  -8.42346
C  -0.33933  1.76004  -8.27377
C  -0.51480  1.22576  -9.77319
C  -1.00960  -0.26001  -9.82905
C  -0.18453  -1.11175  -8.79298
C  -0.17494  -0.65327  -7.37211
N  0.27823  0.75250  -7.39189
O  0.61175  1.25693  -6.08497
C  -1.62905  -0.80253  -6.88516
C  0.80268  -1.71840  -6.67098
C  -1.63210  2.29508  -7.86901
H  0.49180  3.44168  -9.43400
H  1.60204  2.67143  -8.21981
H  0.52123  3.96539  -7.84069
H  -1.04152  1.90325  -10.44526
H  0.46934  1.31162  -10.23381
H  -0.80405  -0.69289  -10.80806
H  -2.08105  -0.27530  -9.62944
H  0.83203  -1.09561  -9.18595
H  -0.53181  -2.11560  -9.03747
H  -1.88142  -1.85530  -6.75829
H  -1.69376  -0.35601  -5.89293
H  -2.39163  -0.29613  -7.47688
H  1.83873  -1.75895  -7.00721
H  0.82002  -1.57847  -5.59013
H  0.41015  -2.73256  -6.74519
H  -2.43658  1.56247  -7.80419
H  -1.94147  3.03491  -8.60730
H  -1.48125  2.78173  -6.90541
H  1.51651  1.55574  -6.20210
C  1.19476  -0.53061  1.75638
C  0.31172  -1.39343  0.95804
C  -1.12790  -0.72252  1.03396
C  -2.16362  -1.15312  0.03519
C  -1.49783  -1.04002  -1.35880
C  -0.08387  -1.58124  -1.63964
N  0.78810  -1.29955  -0.47712
O  1.96867  -1.87791  -0.75135
C  -0.17675  -3.16226  -1.96584
C  0.24951  -0.97605  -3.02784
C  0.33767  -2.79668  1.46614
H  1.29900  0.43709  1.26565
H  2.22156  -0.88312  1.85386
H  0.82528  -0.57287  2.78098
H  -1.63716  -0.75189  1.99723
H  -0.92735  0.34658  0.96413
H  -3.01288  -0.47168  0.08532
H  -2.55539  -2.11462  0.36705
H  -1.62318  0.00540  -1.64076
H  -2.18242  -1.67607  -1.91993
H  -0.44091  -3.33950  -3.00839
H  0.75155  -3.70417  -1.78497
H  -0.90850  -3.68301  -1.34821
H  -0.52438  -0.98915  -3.79531
H  0.42909  0.08767  -3.18386
H  1.22252  -1.34317  -3.35431
H  1.18645  -3.33579  1.04538
H  -0.57115  -3.26166  1.08411
H  0.29725  -2.88641  2.55169
H  2.51838  -1.09952  -0.86759
C  4.56050  -5.70788  2.38670
O  4.27379  -4.42942  3.00294
C  4.48081  -3.33032  2.26332
C  4.72039  -2.21773  3.21759
N  6.07610  -1.83277  3.54210
C  6.99904  -2.96200  3.85527
C  6.58638  -3.65736  5.18238
O  6.51501  -2.63583  6.21568
C  5.49164  -2.81934  7.18638
H  4.30609  -5.85728  1.33739
H  3.62121  -6.04718  2.82343
H  5.44942  -6.28036  2.65161
H  3.60435  -3.10541  1.65558
H  5.33965  -3.26862  1.59496
H  4.22843  -2.27116  4.18879
H  4.25568  -1.33370  2.78098
H  6.22217  -1.10306  4.22495
H  7.98675  -2.61223  4.15559
H  7.01866  -3.55880  2.94338
H  7.18467  -4.53037  5.44313
H  5.70467  -4.21378  4.86443
H  5.84285  -3.58556  7.87751
H  4.63927  -3.11345  6.57396
H  5.29956  -1.91266  7.76007
C  4.65399  6.70261  -7.33730
O  4.66797  5.37973  -7.88175
C  3.64021  4.60932  -7.56822
C  3.33065  4.28380  -6.11064
N  3.12692  2.91907  -5.76088
C  2.64297  2.73926  -4.41279
C  3.04440  1.32646  -3.77265
O  4.35238  0.98295  -4.26548
C  4.87476  -0.30075  -4.09386
H  3.75187  7.16388  -7.73917
H  5.54541  7.16669  -7.75933
H  4.56872  6.82365  -6.25741
H  3.71604  3.66092  -8.10009
H  2.71317  4.98450  -8.00173
H  2.43439  4.71617  -5.66580
H  4.07025  4.79904  -5.49775
H  3.97634  2.38318  -5.65402
H  1.57209  2.78979  -4.21594
H  3.11510  3.43986  -3.72406
H  2.50112  0.47339  -4.17912
H  2.96465  1.21556  -2.69123
H  4.87908  -0.51973  -3.02609
H  5.77810  -0.42380  -4.69130
H  4.17363  -1.10269  -4.32500
C  -0.56809  -0.50755  6.86328
O  -0.69833  -1.66476  6.10717
C  -1.13842  -2.69550  6.97380
C  -0.60026  -4.01878  6.32144
N  0.80279  -4.06692  5.91737
C  1.20788  -5.25081  5.22150
C  0.96932  -6.67698  5.86457
O  -0.43741  -7.16004  5.55627
C  -0.72456  -8.43792  5.98550
H  0.03274  -0.45244  7.77106
H  -1.59407  -0.21274  7.08364
H  -0.31481  0.29170  6.16675
H  -2.22729  -2.69934  6.92450
H  -0.65378  -2.76347  7.94777
H  -1.14210  -4.17363  5.38841
H  -0.83122  -4.87201  6.95922
H  0.88299  -3.17538  5.44958
H  2.28853  -5.31042  5.09199
H  0.74429  -5.18928  4.23692
H  1.07499  -6.55625  6.94270
H  1.81271  -7.29481  5.55623
H  -0.47477  -8.53382  7.04215
H  -0.28383  -9.20743  5.35170
H  -1.80884  -8.54902  5.97625
C  5.55607  1.02550  2.04076
O  5.08156  1.75602  0.94579
C  4.54268  3.03890  1.38275
C  4.13443  3.98462  0.20436
N  5.15522  4.97918  -0.07608
C  6.29436  4.32152  -0.74965
C  7.18976  5.43076  -1.33847
O  6.36294  6.38577  -1.98896
C  7.02078  7.43578  -2.66316
H  4.61337  0.59074  2.37302
H  6.08917  1.46417  2.88426
H  6.15997  0.21154  1.63965
H  5.23835  3.47924  2.09706
H  3.60799  2.89670  1.92517
H  3.16717  4.46125  0.36351
H  3.95016  3.45077  -0.72792
H  4.85238  5.73937  -0.66811
H  5.89414  3.71559  -1.56253
H  6.74291  3.70142  0.02647
H  7.87836  4.96941  -2.04634
H  7.79583  5.84456  -0.53251
H  7.68878  6.93695  -3.36534
H  7.53792  8.12824  -1.99895
H  6.46110  7.92548  -3.46006
C  -7.79171  -2.38834  4.02210
O  -7.67117  -2.13155  2.62768
C  -7.49851  -3.28257  1.81630
C  -7.86261  -3.15139  0.37584
N  -7.12740  -2.18896  -0.37952
C  -5.70882  -2.17886  -0.13243
C  -4.96918  -3.44319  -0.67587
O  -5.09197  -4.59670  0.17548
C  -4.04984  -5.48921  -0.02404
H  -7.89046  -1.44275  4.55520
H  -7.20050  -3.14260  4.54139
H  -8.77817  -2.82696  4.17250
H  -8.18710  -4.03965  2.19147
H  -6.47221  -3.60659  1.98894
H  -8.89675  -2.80694  0.37634
H  -7.75316  -4.06057  -0.21536
H  -7.17917  -2.33052  -1.37820
H  -5.48689  -1.95513  0.91102
H  -5.25400  -1.40430  -0.74993
H  -3.93966  -3.10857  -0.80321
H  -5.40155  -3.57120  -1.66823
H  -3.02150  -5.13387  -0.08993
H  -4.26900  -6.21619  -0.80607
H  -4.20519  -5.98950  0.93183
C  -1.78896  1.53125  3.86847
O  -0.51396  2.09388  3.99754
C  -0.60622  3.53617  3.88699
C  0.67791  4.10814  3.23553
N  0.73921  4.36429  1.79212
C  0.51458  3.04068  1.25100
C  0.74755  2.92799  -0.32037
O  -0.34811  3.49450  -1.19196
C  -1.60711  2.96467  -0.92947
H  -2.18307  1.69437  2.86539
H  -2.56289  1.58794  4.63392
H  -1.42580  0.50496  3.92270
H  -0.59756  3.80128  4.94422
H  -1.37223  3.89762  3.20093
H  1.49718  3.43945  3.49964
H  1.16013  4.88971  3.82265
H  0.07088  5.03293  1.43666
H  -0.39844  2.47447  1.43513
H  1.28778  2.46567  1.76051
H  1.03658  1.93597  -0.66746
H  1.53409  3.62468  -0.61034
H  -1.52444  1.98826  -0.45211
H  -2.19089  2.95122  -1.84987
H  -1.99082  3.73235  -0.25753
C  -10.87374  4.35249  4.06088
O  -9.98322  3.54042  3.30046
C  -8.87100  4.15996  2.73707
C  -8.17586  3.11878  1.91795
N  -7.81010  1.91276  2.65886
C  -6.46973  2.12509  3.28948
C  -5.76019  0.74122  3.79946
O  -5.73302  -0.40657  2.94315
C  -4.56241  -1.16970  3.33769
H  -11.89886  3.98894  3.98979
H  -10.67427  5.42344  4.02386
H  -10.55112  4.16182  5.08444
H  -8.23528  4.38040  3.59461
H  -9.16304  5.05547  2.18855
H  -7.23641  3.63171  1.71193
H  -8.79526  2.87222  1.05559
H  -8.42895  1.90765  3.45704
H  -6.52350  2.85684  4.09556
H  -5.84889  2.42983  2.44699
H  -6.35767  0.50998  4.68131
H  -4.77480  1.06346  4.13603
H  -4.47590  -1.85554  2.49494
H  -4.57704  -1.89294  4.15304
H  -3.69709  -0.52068  3.47224